1.
Entry from the Open Molecules 2025 dataset: a molecular structure, C20H40AsCoF6O15 (ωB97M-V with the def2-TZVPD basis set).

Last column: Mulliken spin population.
CARTESIAN COORDINATES (ANGSTROEM)
Co  -0.526710  -0.092333  -0.374771  2.84
As  -2.330245  -0.311703  -3.651304  0.01
F  -1.520645  1.116954  -4.054671  0.00
F  -3.623173  0.872483  -3.084678  0.00
F  -3.410071  -1.741743  -3.149051  0.00
F  -1.032445  -1.331386  -4.309307  0.00
F  -1.501708  -0.454970  -2.032167  0.00
F  -3.321050  -0.384295  -5.104250  0.00
C  4.469834  0.729491  -1.140427  0.00
C  4.285076  -0.801887  -1.018606  0.00
O  3.337279  -1.487105  -1.847252  0.00
C  2.036599  -1.119601  -2.004566  0.00
O  1.377293  -0.562101  -1.074949  0.02
O  1.650836  -1.078632  -3.299190  0.00
C  2.538005  -1.495238  -4.342195  0.00
H  4.383225  1.071472  -2.171761  0.00
H  5.451135  1.107203  -0.853225  0.00
H  3.774320  1.357089  -0.583225  0.00
H  4.029068  -0.949902  0.030508  0.00
H  5.235738  -1.293188  -1.225876  0.00
H  3.011916  -2.470590  -4.231776  0.00
H  3.295971  -0.712100  -4.358684  0.00
H  1.994389  -1.627164  -5.277701  0.00
C  -4.383140  -1.209319  3.795441  0.00
C  -4.333008  0.271883  3.513814  0.00
O  -3.343245  0.510063  2.549565  0.00
C  -3.314101  -0.017733  1.241787  0.01
O  -2.341900  0.176322  0.447307  0.01
O  -4.526395  -0.520236  0.844766  0.00
C  -4.720200  -1.091841  -0.352988  0.00
H  -4.314001  -1.421908  4.862269  0.00
H  -3.671036  -1.801449  3.220659  0.00
H  -5.400336  -1.473301  3.506100  0.00
H  -4.222489  0.713347  4.504268  0.00
H  -5.268602  0.641120  3.093791  0.00
H  -5.711012  -1.539521  -0.275803  0.00
H  -4.058559  -1.923722  -0.594464  0.00
H  -4.581231  -0.393852  -1.178567  0.00
C  2.562268  3.711266  -1.711325  0.00
C  1.255077  3.655176  -2.514682  0.00
O  0.086793  3.891857  -1.799816  0.00
C  -0.509294  3.030918  -0.957688  0.00
O  -0.395002  1.854159  -0.987698  0.01
O  -1.156169  3.674384  0.093976  0.00
C  -1.302516  5.141175  0.210618  0.00
H  2.684387  3.246530  -0.732953  0.00
H  2.678124  4.791608  -1.624511  0.00
H  3.385719  3.444247  -2.373689  0.00
H  1.249670  2.603110  -2.799661  0.00
H  1.295246  4.126556  -3.496666  0.00
H  -2.028724  5.488436  -0.524330  0.00
H  -0.307078  5.575237  0.116866  0.00
H  -1.717828  5.207976  1.216177  0.00
C  3.475441  1.611181  2.754127  0.00
C  2.278049  0.864952  3.209692  0.00
O  1.019148  1.570741  3.259913  0.00
C  0.104646  1.317396  2.306759  0.00
O  0.228670  0.436251  1.403197  0.03
O  -1.098032  1.991630  2.455288  0.00
C  -1.272687  3.056729  3.455213  0.00
H  3.424215  1.924619  1.711423  0.00
H  4.317521  0.921178  2.700328  0.00
H  3.777487  2.437029  3.398211  0.00
H  2.457686  0.532613  4.232128  0.00
H  2.197435  0.003203  2.547134  0.00
H  -0.674712  3.871942  3.047851  0.00
H  -0.750697  2.720326  4.351014  0.00
H  -2.285417  3.432566  3.600947  0.00
C  2.283448  -4.852112  1.749352  0.00
C  1.832790  -4.515685  0.330764  0.00
O  1.111742  -3.351164  0.259065  0.00
C  -0.195609  -3.165647  -0.204738  0.01
O  -0.743222  -2.080083  -0.079673  0.02
O  -0.738341  -4.340472  -0.781030  0.00
C  -2.046287  -4.554037  -1.017129  0.00
H  1.490682  -4.972102  2.487746  0.00
H  2.773899  -4.060425  2.315749  0.00
H  2.967673  -5.699584  1.707743  0.00
H  1.387008  -5.486780  0.115493  0.00
H  2.762878  -4.362077  -0.216442  0.00
H  -2.408409  -5.552957  -0.773980  0.00
H  -2.236542  -4.497883  -2.088927  0.00
H  -2.636520  -3.904593  -0.370653  0.00

Cartesian forces, eV/Å:
0.35 0.31 0.19
-4.26 -1.31 -1.22
1.18 0.15 -0.11
1.44 -1.71 0.69
2.01 1.65 0.15
-1.32 0.81 0.75
-0.83 0.02 -1.45
1.50 0.09 0.38
-0.52 0.31 -1.12
0.41 1.05 1.71
-1.47 0.07 -1.08
0.68 3.33 0.37
1.72 -1.92 -2.58
-0.72 -1.16 2.63
0.86 -0.12 -0.37
-0.09 -0.16 -0.25
0.23 -0.70 0.24
-0.31 -0.55 0.12
-0.04 -0.52 0.02
-0.27 -0.10 -0.09
-0.04 0.08 0.81
0.12 -0.25 -0.63
-0.39 0.79 0.30
-1.57 -0.56 0.24
-1.44 -1.32 -0.35
2.47 -0.05 -3.38
-0.39 1.70 -0.81
-4.00 -0.94 3.47
3.07 2.27 5.08
-0.33 -1.78 -3.43
0.30 -0.11 -0.11
-0.02 0.12 0.14
0.13 -0.80 -0.03
1.09 1.06 -0.66
-0.15 -0.08 0.17
-0.11 0.36 -0.48
0.40 0.00 0.35
-0.43 0.11 -0.03
-0.14 2.66 -0.84
1.49 -4.44 -0.43
-1.80 1.50 1.36
0.42 3.90 1.44
0.19 -1.34 -0.37
0.53 -1.07 -1.97
0.25 -1.54 -0.27
-0.63 -0.21 -0.25
0.62 0.17 0.82
-0.10 -0.38 0.02
-0.58 -0.38 -0.35
-0.28 0.87 0.62
0.28 0.12 0.01
-0.33 0.30 0.00
0.16 0.39 -0.16
0.78 0.88 -0.68
0.26 -1.35 0.20
-1.00 0.29 -1.46
-1.88 -0.69 -0.32
0.46 2.78 3.03
1.94 -1.25 -0.36
2.40 -0.16 -0.55
-0.41 0.42 0.02
-0.01 -0.26 0.46
-0.15 0.07 -0.12
-0.31 -0.09 -0.03
-0.48 -0.09 0.25
-0.11 0.31 0.23
-0.59 0.19 0.26
-0.10 -0.98 -0.36
0.12 1.21 1.36
1.91 -2.56 1.39
-4.14 2.30 -1.15
0.53 -2.28 -0.11
0.40 -2.68 -0.12
5.46 2.43 2.38
-3.48 0.13 -0.53
-0.60 -0.95 -0.53
0.76 0.46 -0.71
-0.27 -0.10 0.13
-0.76 0.63 -1.28
-0.27 -0.11 -0.54
0.86 -0.34 0.44
-0.31 0.76 0.07
-0.38 0.36 -0.61

Output
2S+1: 4
E_HOMO (spin up / spin down), eV: -13.43 / -12.89
Relative energy (zero: lowest compared OMol25 entry of this formula, charge and spin), eV: 6.599
Net charge: +1
LUMO (spin up / spin down), eV: -1.91 / -2.13
Gap between HOMO and LUMO (spin up / spin down), eV: 11.5 / 10.8

***

2.
Entry from the Open Molecules 2025 dataset: a molecular structure, C6H9NO (ωB97M-V with the def2-TZVPD basis set).

Last column: natural (NBO) charge in e.
CARTESIAN COORDINATES (ANGSTROEM)
C  1.861577  0.504498  1.387202  -0.37
C  0.504630  -0.394007  1.281680  0.01
C  -0.994715  -0.994316  -0.468336  0.06
C  -1.522223  0.290982  -0.084198  -0.29
C  -0.389386  -0.032175  -1.637843  -0.27
C  0.910373  0.578480  0.125620  -0.12
H  1.757922  1.155382  2.304329  0.23
H  2.849888  0.140269  1.099295  0.23
H  -0.373897  -0.154503  1.875540  0.19
H  -1.658120  -1.872347  -0.920195  0.22
H  -2.266004  0.662973  -0.775154  0.23
H  -1.803553  0.487791  0.982828  0.19
H  -0.991840  0.270957  -2.676670  0.22
H  0.703568  -0.149794  -1.933198  0.21
H  1.659186  0.027657  -0.408218  0.19
N  -0.342683  1.086234  -0.589496  -0.40
O  0.095277  -1.608079  0.436813  -0.53

Cartesian forces, eV/Å:
-3.09 0.51 1.13
1.74 -0.09 -4.08
1.48 -3.80 -3.44
-0.88 3.07 3.21
2.17 0.39 -2.43
-0.83 -0.64 3.86
0.41 -0.78 -1.09
-0.36 0.13 0.43
0.95 0.40 0.34
1.33 1.77 1.61
-0.79 -0.40 0.28
-0.22 -0.04 -0.99
1.04 -1.04 3.10
-1.71 -0.66 -0.28
-0.89 -0.27 -1.66
1.08 -0.39 -0.28
-1.42 1.84 0.29

Output
E_HOMO, eV: -8.05
Relative energy (zero: lowest compared OMol25 entry of this formula, charge and spin), eV: 7.924
Net charge: 0
LUMO, eV: 1.05
Gap between HOMO and LUMO, eV: 9.1

***

3.
Entry from the Open Molecules 2025 dataset: a molecular structure, C27H52OP2SiV (ωB97M-V with the def2-TZVPD basis set).

Last column: Mulliken spin population.
CARTESIAN COORDINATES (ANGSTROEM)
V  0.630235  -1.369960  -1.112719  1.00
C  -0.127137  -2.781530  1.301347  0.02
C  1.196433  -2.724293  0.619837  0.00
C  1.125239  -1.246845  2.479526  -0.04
C  -0.168721  -1.806409  2.318380  0.02
C  1.983678  -1.811130  1.516075  0.13
C  -1.209465  -3.760548  1.047059  0.00
H  -0.878143  -4.585414  0.406777  0.00
H  -2.096683  -3.273963  0.604004  0.00
H  -1.535400  -4.185749  2.011845  0.00
C  -1.367591  -1.416330  3.099040  0.00
H  -2.284706  -1.681403  2.553327  0.00
H  -1.393666  -0.340908  3.258757  0.00
H  -1.436045  -1.889594  4.088082  0.00
C  1.459817  -0.264093  3.539545  0.00
H  1.156435  -0.645842  4.518425  0.00
H  0.903965  0.669030  3.372517  0.00
H  2.533362  -0.060814  3.596822  0.00
C  3.437081  -1.909411  1.735048  -0.01
H  3.581675  -2.541202  2.623701  0.01
H  3.916950  -0.950397  1.966573  0.00
H  3.988748  -2.378322  0.913175  0.00
C  1.814239  -4.040442  0.185740  0.01
H  2.417600  -4.444136  1.015868  0.00
H  2.488681  -3.981415  -0.681744  0.00
H  1.049798  -4.787991  -0.067156  0.00
C  -1.410169  0.120776  -3.623530  -0.04
C  -1.589813  -1.202764  -3.428070  0.03
C  -0.775161  -2.275899  -4.051989  0.02
C  0.755893  -2.020149  -4.064524  -0.01
C  1.331179  -1.314491  -2.888408  0.03
C  1.245661  0.108109  -2.716204  -0.06
C  0.933461  0.980651  -3.948975  0.00
C  -0.451273  0.753011  -4.573106  0.01
H  -1.100682  -2.457875  -5.094853  0.00
H  1.041433  -1.445636  -4.950163  0.00
H  -1.020040  -3.202345  -3.508726  0.00
H  -0.371815  0.152773  -5.491592  0.00
H  -2.176522  0.821006  -3.261384  0.00
H  -2.528655  -1.531748  -2.955865  0.00
H  -0.857989  1.734986  -4.874995  0.00
H  1.021813  2.052411  -3.685412  0.00
H  2.067360  0.652507  -2.213983  -0.01
H  1.703229  0.829806  -4.727504  0.00
H  1.237237  -3.009523  -4.047564  0.00
H  1.992948  -1.971369  -2.262109  -0.04
P  -1.750804  1.055078  -0.147838  -0.01
P  1.889410  1.111154  0.310957  0.02
C  -0.549735  2.074485  -1.112232  0.00
C  0.908372  2.412411  -0.633075  -0.01
H  -1.052807  3.033248  -1.275165  0.00
H  -0.442266  1.636039  -2.115535  0.01
H  1.547088  2.687007  -1.494484  0.00
H  0.892160  3.307743  0.011312  0.00
C  2.565166  2.180766  1.637255  0.00
H  3.222492  1.587074  2.285134  0.00
H  1.752862  2.620603  2.224519  0.00
H  3.155375  2.986303  1.182907  0.00
C  3.557557  0.831914  -0.481191  0.01
H  3.946174  1.754662  -0.941107  0.00
H  3.535491  0.042651  -1.243983  0.00
H  4.260651  0.512299  0.300772  0.00
C  -3.519516  1.077883  -0.387419  0.00
H  -3.851920  0.213289  0.196947  0.00
H  -3.666657  0.923400  -1.460564  0.00
H  -3.987939  1.998116  -0.034720  0.00
C  -1.430603  -0.657467  -0.607157  0.00
H  -1.023475  -1.128037  0.295724  -0.11
H  -0.730169  -0.751129  -1.551395  0.05
H  -2.364614  -1.174653  -0.908888  -0.01
C  -0.874704  2.506453  3.735288  0.00
Si  -2.004029  2.593840  2.290951  0.00
C  -3.762362  2.232110  2.755057  0.00
C  -1.725438  4.107499  1.242793  0.00
O  -1.463514  1.205051  1.434702  0.00
H  -1.150293  3.317999  4.417591  0.00
H  0.161434  2.638448  3.422640  0.00
H  -0.968268  1.554391  4.263509  0.00
H  -4.118085  3.211481  3.101244  0.00
H  -4.416477  1.860845  1.953862  0.00
H  -3.772345  1.527710  3.603545  0.00
H  -0.657214  4.376310  1.285396  0.00
H  -2.046236  4.048717  0.193841  0.00
H  -2.299260  4.919209  1.707947  0.00

Cartesian forces, eV/Å:
2.84 -0.98 3.79
1.16 0.75 -1.03
-0.55 0.27 1.51
-0.11 -0.67 -0.99
0.90 -0.16 -0.49
-1.34 -0.46 0.33
-0.50 -0.09 0.09
-0.25 0.21 0.08
0.06 -0.34 0.02
0.03 0.05 -0.42
-0.59 -0.16 0.13
0.11 -0.01 0.18
0.08 -0.02 0.08
0.12 -0.03 -0.21
0.07 0.07 0.20
0.00 0.06 0.00
0.32 -0.20 0.10
-0.24 0.05 -0.02
0.92 0.17 -0.21
0.10 0.06 -0.18
-0.06 -0.16 -0.03
-0.14 0.13 0.08
0.42 -0.27 -0.13
-0.23 -0.05 -0.29
-0.11 0.10 0.19
0.24 0.23 0.07
-1.47 -0.72 -0.62
-1.00 1.32 -1.10
0.14 -0.47 0.04
0.20 -0.91 -0.33
-0.43 1.09 -0.21
2.37 -0.43 -0.42
-0.33 0.15 0.16
0.09 0.36 -0.43
0.10 0.10 0.42
0.03 -0.43 -0.05
0.34 0.06 -0.22
-0.07 0.12 0.29
0.19 -0.45 0.21
0.59 0.17 0.01
0.11 -0.51 -0.01
0.05 -0.53 0.13
-0.53 -0.91 -0.18
-0.12 -0.10 0.47
-0.08 0.33 -0.71
0.97 0.18 -0.22
1.91 -0.80 1.48
-0.16 -0.45 -0.69
0.08 0.81 -0.52
0.32 0.20 0.48
0.05 -0.04 -0.06
-0.46 -0.14 0.60
-0.73 0.01 0.11
-0.09 -0.36 -0.25
-0.23 -0.12 0.38
-0.24 0.27 -0.11
0.30 -0.09 -0.02
-0.13 -0.15 0.01
-0.17 0.16 -0.43
-0.06 -0.27 0.15
0.13 0.20 0.27
-0.32 0.17 -0.15
0.34 0.86 -0.48
-0.12 0.17 -0.13
-0.38 -0.01 0.15
-0.05 -0.16 -0.26
-0.46 0.02 -0.34
-0.06 -0.23 0.25
-3.94 2.03 0.50
0.75 0.30 0.29
-0.23 0.47 0.23
-0.04 -0.38 0.54
0.18 0.27 0.09
0.01 0.04 0.08
-0.11 -0.26 -2.90
0.24 -0.11 0.14
-0.07 0.11 0.17
-0.04 0.17 0.01
-0.42 -0.28 0.09
0.16 0.24 0.47
-0.11 0.26 -0.32
-0.38 0.02 -0.10
0.00 0.09 0.34
0.17 0.00 -0.13

Output
2S+1: 2
E_HOMO (spin up / spin down), eV: -12.46 / -12.23
Relative energy (zero: lowest compared OMol25 entry of this formula, charge and spin), eV: 3.238
Net charge: +2
LUMO (spin up / spin down), eV: -6.87 / -6.99
Gap between HOMO and LUMO (spin up / spin down), eV: 5.6 / 5.2

***

4.
Entry from the Open Molecules 2025 dataset: 2 unconnected molecules or ions with the total composition BrNO3 (ωB97M-V with the def2-TZVPD basis set).

Last column: natural (NBO) charge in e.
CARTESIAN COORDINATES (ANGSTROEM)
N  1.050783  0.646584  0.814223  0.54
O  1.953535  -0.060430  0.420566  -0.29
O  -0.041682  0.887591  1.076751  -0.22
O  -1.040660  -0.017538  -1.003616  -0.52
Br  -1.921976  -1.456208  -1.307924  0.49

Cartesian forces, eV/Å:
5.63 2.34 -0.03
-2.83 -0.62 0.21
-2.69 -1.62 0.06
-0.13 -0.11 -0.26
0.02 0.02 0.02

Output
E_HOMO (spin up / spin down), eV: -10.47 / -8.79
Relative energy (zero: lowest compared OMol25 entry of this formula, charge and spin), eV: 1.831
Net charge: 0
LUMO (spin up / spin down), eV: -0.20 / -2.37
Gap between HOMO and LUMO (spin up / spin down), eV: 10.3 / 6.4

***

- The highest relative energy (zero: lowest compared OMol25 entry of this formula, charge and spin) belongs to which entry?
  C6H9NO

***

- Which of these has the lowest relative energy (zero: lowest compared OMol25 entry of this formula, charge and spin)?
  BrNO3

***

- The lowest relative energy (zero: lowest compared OMol25 entry of this formula, charge and spin) belongs to which entry?
  BrNO3